10 unconnected molecules or ions with the total composition C55H125N5O10, computed with ωB97M-V/def2-TZVPD.

Structure (XYZ):
```
195
Properties=species:S:1:pos:R:3:forces:R:3
C -7.7360 -0.9762 0.9962 0.2300 -0.0519 -0.0142
C -6.3895 -0.4378 0.5058 1.3747 0.0362 0.2570
C -5.2097 -1.3853 0.9963 -1.2254 1.0822 -0.8702
C -5.0976 -2.5810 0.0586 0.2152 0.2468 0.1901
C -4.8086 -2.1295 -1.3610 -1.0701 0.7215 -0.7462
C -5.9461 -1.1653 -2.0225 2.6002 0.7133 1.2395
N -6.2388 -0.1719 -0.9657 1.4700 -2.5944 2.1569
O -7.1312 0.7804 -1.3525 -0.7973 1.4094 -0.4362
C -5.3383 -0.2372 -3.1627 -1.0898 -1.9116 -0.0627
C -7.0883 -2.0696 -2.5272 0.3576 0.6469 0.8120
C -6.2158 0.9299 1.2844 -0.0588 -1.1359 -0.3678
H -7.9259 -2.0447 0.8942 0.1601 -0.0447 -0.5283
H -8.5210 -0.3907 0.5176 -0.2053 -0.1243 0.2315
H -7.7148 -0.8249 2.0754 -0.4400 0.2137 0.0592
H -4.2691 -0.8346 1.0048 0.0017 0.1932 -0.4591
H -5.3924 -1.5266 2.0616 -0.2144 -0.7813 -0.0104
H -5.9660 -3.2388 0.0235 -0.0828 -0.0156 0.4951
H -4.2026 -3.1615 0.2825 -0.1323 -0.4177 0.4862
H -4.7592 -3.0628 -1.9218 0.1048 0.1946 -0.4827
H -3.8031 -1.7098 -1.3322 -0.0687 0.5466 -0.4176
H -5.3292 -0.9514 -3.9861 0.4853 0.4275 -0.6309
H -6.0512 0.5508 -3.4057 -0.0628 -0.1855 -0.0321
H -4.3649 0.2303 -3.0147 0.0281 -0.4177 0.4535
H -7.6064 -1.5965 -3.3614 -0.2179 -0.2514 0.1219
H -6.6943 -3.0552 -2.7751 -0.0863 0.1341 -0.4193
H -7.7337 -2.2196 -1.6618 -0.4412 0.0027 -0.2662
H -5.3665 1.5205 0.9410 -0.1322 0.0965 -0.3281
H -5.9891 0.6681 2.3179 -0.0763 0.0072 0.1456
H -7.1591 1.4761 1.2915 0.2081 0.2621 -0.1640
H -6.4920 1.4947 -1.2995 -0.8477 1.0503 -0.3995
C 3.7839 1.1884 -3.6209 0.9303 -1.3950 -0.2721
C 3.8628 0.3230 -4.9229 -0.2119 1.6873 -0.3927
C 4.8307 1.0214 -5.9375 -0.2391 -1.4202 -0.5304
C 5.1444 0.0882 -7.1354 0.2442 0.1845 0.7081
C 5.7531 -1.3053 -6.7872 -1.0848 1.1887 1.9539
C 4.8283 -2.0332 -5.6866 0.8153 -0.3214 -2.4417
N 4.3951 -1.0347 -4.6315 -2.0427 -0.3724 -0.9320
O 3.7564 -1.5831 -3.5459 0.8376 0.9497 -1.2098
C 3.6330 -2.6115 -6.5097 -0.9620 1.4582 0.8213
C 5.4999 -3.2488 -5.0280 0.1276 0.8968 -0.1086
C 2.3717 0.3241 -5.4803 0.2518 -0.0494 0.9012
H 4.7824 1.2789 -3.1932 0.0874 0.1676 -0.0448
H 3.2033 0.6443 -2.8760 -0.3878 0.3274 -0.0270
H 3.4079 2.1815 -3.8667 -0.0536 -0.1207 0.1772
H 4.3819 1.8955 -6.4092 -0.4363 0.0638 0.5153
H 5.7477 1.3829 -5.4721 0.0021 -0.2610 0.3129
H 5.7802 0.7158 -7.7600 0.2387 -0.5681 -0.3467
H 4.2092 -0.0571 -7.6761 0.0679 -0.0555 -0.1807
H 6.7095 -1.2265 -6.2702 0.3825 0.1832 -0.6225
H 5.7874 -1.8834 -7.7106 0.2059 -0.3423 0.4186
H 3.2217 -1.8779 -7.2030 0.0257 0.1259 0.1177
H 3.9072 -3.4585 -7.1386 0.2958 -0.1605 0.6208
H 2.8615 -2.8065 -5.7647 -0.2661 -0.6724 -0.3605
H 4.7777 -4.0499 -4.8708 0.0983 0.2755 0.5314
H 6.2607 -3.6709 -5.6846 0.0357 0.2702 -0.0868
H 5.9977 -2.8633 -4.1383 0.1723 -0.7570 0.3196
H 1.6928 -0.2996 -4.8987 0.3074 -0.6090 -0.0559
H 2.2189 0.1591 -6.5469 0.3024 0.0127 0.1516
H 2.0100 1.3004 -5.1579 0.0909 0.2162 -0.6877
H 4.4899 -1.9594 -3.0539 0.2563 -1.1041 0.8195
C -1.3870 5.1995 2.8347 1.3055 1.3930 -1.0204
C -2.6149 4.5344 3.2309 -3.9517 -3.3776 0.8694
C -2.2951 3.5449 4.4722 -0.7805 0.7843 -0.0309
C -3.5125 3.1490 5.3439 -0.2026 3.2077 0.4931
C -4.2919 4.5085 5.6703 0.3915 -1.7574 -0.4658
C -4.8450 5.1893 4.4146 -0.1344 0.4504 1.1864
N -3.6944 5.5591 3.5859 1.8022 -2.2902 2.1475
O -4.0569 6.2690 2.4819 -0.2428 0.7819 -1.4992
C -5.9835 4.3271 3.7882 -0.2170 0.9654 -0.6061
C -5.4093 6.5225 4.9843 -0.0910 1.2554 -0.4047
C -3.1915 3.4887 2.1405 0.8587 0.4694 0.0496
H -1.1838 6.1011 3.4125 0.0254 -0.2309 0.6256
H -1.4471 5.6168 1.8296 0.0895 -0.4026 -0.3782
H -0.5466 4.5113 2.9249 0.1118 0.1275 -0.2349
H -1.7721 2.6249 4.2112 -0.0283 0.0374 -0.9510
H -1.5485 4.0326 5.0990 -0.2117 0.3803 0.3294
H -3.1110 2.8586 6.3148 -0.2537 -0.7758 -0.1325
H -4.2664 2.4824 4.9253 0.5232 -0.3937 -0.0911
H -3.6598 5.1782 6.2534 0.1699 0.0924 -0.2050
H -5.1668 4.2921 6.2833 0.0459 -0.1400 0.1507
H -6.7571 5.0340 3.4884 0.0051 -0.0269 -0.4624
H -5.6740 3.7774 2.8993 0.0080 -0.0457 0.1601
H -6.5444 3.6704 4.4534 0.5900 -0.1827 0.3788
H -6.2031 7.0578 4.4634 -0.5350 -0.8217 -0.4467
H -5.7187 6.4865 6.0289 0.0051 -0.3833 -0.0167
H -4.6760 7.3257 4.9133 0.6786 -0.3481 0.3470
H -3.7480 2.6719 2.6001 0.1067 0.0793 0.3057
H -2.3432 3.0401 1.6237 0.2459 -0.1854 0.0724
H -3.8287 3.8384 1.3282 -0.0064 0.7635 0.2218
H -3.4714 7.0241 2.5752 -0.2657 0.4724 -0.4533
C 0.6536 5.6439 -2.0233 -1.2088 -0.2007 0.5133
C 1.5646 4.7509 -2.8485 0.9978 2.4245 0.1713
C 2.3913 5.6483 -3.8208 1.0000 0.4958 1.0942
C 3.5631 6.3625 -3.1728 -0.0842 -0.4935 0.1936
C 4.4657 5.4606 -2.4111 0.4726 -0.2779 0.5330
C 3.6938 4.6319 -1.3292 0.2950 0.3926 -1.5169
N 2.4978 3.9845 -2.0326 2.3301 -0.3648 -0.6813
O 1.9516 2.8885 -1.3283 -0.7760 0.8931 0.5485
C 4.6286 3.5150 -0.8617 -0.5411 0.0268 -0.3022
C 3.3741 5.5901 -0.1710 -1.0241 -1.2142 0.6104
C 0.7460 3.9514 -3.7785 -1.3878 -1.9439 -0.4892
H 0.9830 6.6692 -1.8547 0.0604 -0.0630 -0.2354
H 0.4352 5.2125 -1.0464 0.2563 -0.1573 0.1384
H -0.3224 5.6199 -2.5079 -0.0907 0.6620 -0.0739
H 2.7600 4.9949 -4.6115 -0.0949 0.2658 -0.3912
H 1.8516 6.5375 -4.1467 -0.9607 -0.7830 -0.7037
H 3.1984 7.0412 -2.4018 -0.2314 0.5852 -0.4384
H 4.1545 6.8835 -3.9256 -0.2236 0.3599 0.0448
H 5.1578 6.1585 -1.9398 0.2344 -0.3174 0.6177
H 5.1205 4.8801 -3.0610 -0.3186 -0.5977 -0.1408
H 4.9801 2.9556 -1.7286 0.2599 0.1927 -0.1046
H 5.4657 3.9905 -0.3506 0.0349 -0.3503 0.1315
H 4.1077 2.7710 -0.2590 0.1372 0.3242 0.4864
H 4.2273 6.0627 0.3157 0.2004 -0.0246 -0.4645
H 2.6006 6.3259 -0.3908 0.2533 0.0060 -0.1033
H 2.9590 4.9155 0.5778 -0.3062 0.2309 0.4317
H -0.1442 3.5621 -3.2846 0.1060 -0.5430 0.1487
H 1.3192 3.1394 -4.2260 0.0496 -0.2532 0.1737
H 0.3223 4.4667 -4.6405 0.3325 0.6951 0.1907
H 2.2720 2.0893 -1.7528 0.1871 0.0965 -0.3247
C 0.6031 0.6190 1.6413 -0.7503 -0.6315 -0.2045
C -0.3664 -0.3911 0.8839 -0.0408 1.1803 2.0095
C -0.8482 0.2283 -0.4359 0.0148 -1.1390 0.3936
C 0.1119 -0.0587 -1.5589 -0.8629 0.5930 0.0323
C 0.4872 -1.5551 -1.6713 -0.2789 1.7557 0.5990
C 1.1070 -2.0785 -0.3781 -1.3438 -0.1086 0.3671
N 0.2003 -1.7551 0.7778 -1.1828 1.3449 -3.4098
O 0.5964 -2.2919 1.9834 0.2092 0.0456 0.5202
C 1.1789 -3.6007 -0.3740 0.6976 0.5986 0.1502
C 2.4578 -1.4680 -0.2476 0.8439 0.2397 -0.1641
C -1.6299 -0.4497 1.7876 0.1909 -0.4495 0.7100
H 0.0749 1.5240 1.9415 -0.3026 0.0594 -0.2439
H 1.4605 0.9498 1.0552 0.1488 -0.2783 0.0763
H 0.8657 0.1475 2.5883 0.5464 -0.0658 -0.1572
H -1.8458 -0.1557 -0.6488 -0.1582 0.0465 -0.0829
H -0.8761 1.3073 -0.2841 -0.3942 -0.0259 0.0445
H 0.8345 0.7194 -1.3128 1.1767 -0.7174 -0.5059
H -0.3652 0.3192 -2.4631 0.1013 -0.2445 -0.3884
H 1.2210 -1.5755 -2.4770 -0.0172 -0.7931 -0.1421
H -0.4300 -2.1045 -1.8833 0.0805 -0.1086 -0.3401
H 1.8787 -3.7574 0.4469 -0.3457 -0.9665 0.2125
H 0.1758 -3.9939 -0.2089 0.2410 -0.2569 0.1111
H 1.6280 -4.0147 -1.2767 -0.0716 0.1093 -0.1622
H 2.8445 -1.6566 0.7539 0.3034 0.3002 -0.0732
H 3.1068 -1.8939 -1.0129 0.3143 -0.4086 0.1503
H 2.4224 -0.4143 -0.5243 0.0963 0.1444 0.6130
H -2.3459 -1.2444 1.5780 0.1340 -0.0887 -0.7455
H -2.1794 0.4917 1.7977 0.1082 0.1129 -0.2071
H -1.3885 -0.6591 2.8297 0.4113 0.2151 0.1834
H -0.2219 -2.7462 2.1971 0.2263 -0.4651 0.7020
C 4.1563 -6.0801 2.2037 -1.6821 -1.6955 -0.3048
C 5.2886 -5.3806 2.8181 1.5733 -0.1630 -1.9206
O 5.0261 -4.0797 3.1911 -0.4764 1.1209 1.6327
H 3.6468 -5.5120 1.4254 0.2933 0.3459 -0.1113
H 3.3345 -6.4593 2.8111 0.2117 0.1967 0.5218
H 4.5742 -6.9715 1.7359 -0.0499 -0.1215 -0.2279
H 5.9311 -5.2632 1.9455 0.8222 -0.2591 -0.1558
H 5.8986 -5.9431 3.5250 -0.4803 -0.1529 0.3542
H 5.5009 -3.9781 4.0193 -0.1649 0.6621 0.0771
C -0.4823 -0.1390 6.2826 -0.0119 -0.2587 0.8398
C 0.3402 -1.2679 6.9437 -0.7110 0.7388 -0.8576
O 1.5693 -1.2354 6.2567 0.8642 -0.2043 0.0950
H -1.0839 0.3491 7.0493 -0.5735 -0.2361 -0.2127
H -1.0682 -0.5488 5.4599 -0.1722 0.2740 0.0904
H 0.1409 0.6758 5.9139 0.3659 -0.3292 -0.1153
H -0.1322 -2.2362 6.7784 -0.2609 -0.0764 0.0625
H 0.4137 -1.1317 8.0226 0.3588 0.1890 0.0675
H 2.1356 -1.9341 6.5923 0.1094 -0.0531 0.0537
C 4.1355 -5.9964 -2.5495 0.0170 0.2796 0.0275
C 5.1940 -5.6200 -1.5705 0.9700 -0.7416 1.1208
O 5.2961 -4.2099 -1.3315 -0.1437 -0.1254 -0.4000
H 4.3132 -7.0098 -2.9092 -0.1071 0.0413 -0.0726
H 4.2829 -5.2796 -3.3573 -0.6236 -0.2347 -0.2681
H 3.1506 -5.9394 -2.0860 -0.1163 0.1634 -0.3568
H 6.1492 -6.0281 -1.9009 0.3190 0.5577 -0.3856
H 5.0870 -6.1555 -0.6271 -0.4121 0.1536 0.2500
H 4.9982 -4.0322 -0.4363 -0.0216 0.0448 0.0833
C 0.5996 -4.3466 4.7239 -0.8770 -0.4941 -2.9185
C 1.7070 -5.3919 4.8555 -0.3580 2.2849 -0.3092
O 2.0126 -5.3147 6.1777 0.8712 -1.5120 4.1672
H 0.3406 -4.3619 3.6652 0.3543 0.7454 -0.7447
H 0.8702 -3.3329 5.0196 0.1867 -0.2253 -0.0107
H -0.4220 -4.5826 5.0217 0.3667 -0.5177 1.3172
H 2.6561 -5.0659 4.4300 -0.5067 -0.0775 -1.5458
H 1.4336 -6.3928 4.5215 -0.0355 -0.0158 0.2385
H 2.6650 -4.6329 6.3542 -0.0766 -0.1683 -0.1899
C -1.9862 -5.9803 1.9761 0.8914 1.1289 0.8921
C -3.1255 -5.9638 1.0585 -1.3940 -2.2119 -2.0990
O -4.4200 -5.7728 1.5671 0.0944 0.7823 0.6460
H -1.2070 -6.6436 1.6007 0.0790 0.1166 0.1191
H -2.2435 -6.2325 3.0048 -0.0394 -0.1495 -0.0934
H -1.6437 -4.9463 1.9350 0.7573 0.0417 0.6538
H -3.2152 -6.9557 0.6157 0.0730 -0.1243 -0.2649
H -2.9444 -5.2943 0.2177 0.0747 0.2606 -0.1177
H -4.4286 -4.8576 1.8570 -0.5348 0.2060 0.2461
```
Forces are in eV/Å.

total energy	-86967.8958	eV
<S²>	0.75
net charge	+1
energy above the lowest of the compared OMol25 structures with the same formula, charge and spin	225.2	kJ/mol
LUMO level (alpha / beta)	-2.1 / -6.5	eV
spin multiplicity	2